Entry 1:
{"formula": "C38H53F4IN2O9PS", "method": "ωB97M-V/def2-TZVPD", "e_lumo_ev": -2.51, "homo_energy_ev": -11.178, "charge": 1, "elements": ["C", "C", "O", "C", "C", "C", "C", "O", "F", "C", "C", "C", "C", "I", "P", "N", "O", "O", "O", "C", "S", "C", "C", "C", "C", "O", "C", "C", "C", "C", "N", "C", "C", "C", "F", "F", "F", "C", "O", "C", "H", "H", "H", "H", "H", "H", "H", "H", "H", "H", "H", "H", "H", "H", "H", "H", "H", "H", "H", "H", "H", "H", "H", "H", "H", "H", "H", "H", "H", "H", "H", "H", "H", "H", "H", "H", "H", "H", "H", "H", "H", "H", "H", "H", "H", "C", "C", "C", "C", "C", "C", "C", "O", "C", "C", "C", "C", "C", "C", "C", "O", "H", "H", "H", "H", "H", "H", "H", "H"], "positions_angstrom": [[-1.3030, -0.1155, 5.5248], [-2.1166, 0.4190, 4.3598], [-1.3756, 0.4752, 3.1438], [-1.3494, -0.7186, 2.4435], [-0.5669, -0.4263, 1.1296], [0.9326, -0.5965, 1.5270], [1.4613, 0.2458, 2.6757], [1.3942, -0.0065, 3.7972], [2.1796, 1.2926, 2.2156], [-0.8245, 1.0158, 0.4883], [0.3187, 1.4823, -0.4822], [-0.1556, 1.8929, -1.8862], [1.0561, 2.3048, -2.7390], [0.5670, 3.8077, -4.1504], [-1.1468, 2.5989, 1.5122], [-1.0482, 3.7830, 0.5245], [-0.0198, 2.5696, 2.6268], [-2.5310, 2.4547, 2.3137], [-2.0508, 1.1137, -0.2591], [-2.9101, 0.0596, -0.5860], [-4.0869, -0.1634, 0.8211], [-3.6194, 0.5737, -1.8813], [-5.1136, 0.9131, -1.8978], [-6.0956, -0.2493, -2.1557], [-6.9112, -0.7620, -0.9640], [-8.2436, -0.9823, -1.3789], [-8.8574, -2.1264, -0.8214], [-2.0823, -1.1688, -0.9904], [-3.0248, -2.2856, -1.5067], [-2.9430, -2.6218, -3.0184], [-0.9479, -1.5901, 0.0264], [0.2873, -1.8861, -0.8046], [0.1194, -2.7910, -2.0291], [1.4362, -3.5187, -2.2567], [1.6577, -4.4584, -1.3407], [2.4767, -2.6635, -2.1632], [1.4893, -4.0902, -3.4455], [-1.3266, -2.9086, 0.6797], [-0.2986, -3.3046, 1.5085], [-0.6614, -4.3802, 2.3785], [-1.9264, -0.1238, 6.4250], [-0.9204, -1.1246, 5.3457], [-0.4398, 0.5292, 5.7144], [-3.0303, -0.1726, 4.2033], [-2.4411, 1.4454, 4.5583], [-2.3665, -1.0437, 2.2444], [-0.8328, -1.5017, 3.0061], [1.6196, -0.4333, 0.7060], [1.0783, -1.6189, 1.8685], [0.8398, 2.3382, -0.0419], [1.0785, 0.7212, -0.6237], [-0.8634, 2.7159, -1.8063], [-0.6450, 1.0426, -2.3843], [1.8843, 2.6692, -2.1336], [1.4262, 1.4706, -3.3416], [-1.8868, 4.3372, 0.4025], [-0.1890, 3.2286, 3.3179], [-3.2603, 2.6880, 1.7210], [-4.5007, -1.4010, 0.5315], [-3.0580, 1.4768, -2.1433], [-3.4398, -0.1293, -2.7007], [-5.2179, 1.6094, -2.7387], [-5.4101, 1.4886, -1.0162], [-5.5563, -1.0786, -2.6302], [-6.8348, 0.0803, -2.8926], [-6.4988, -1.7072, -0.5733], [-6.8960, -0.0290, -0.1469], [-8.4299, -3.0434, -1.2475], [-8.7617, -2.1492, 0.2717], [-9.9188, -2.0854, -1.0728], [-1.5229, -0.7722, -1.8449], [-4.0487, -1.9488, -1.3175], [-2.9636, -3.2129, -0.9480], [-3.9155, -2.4690, -3.4891], [-2.6469, -3.6569, -3.1969], [-2.2386, -1.9793, -3.5539], [1.0230, -2.3294, -0.1387], [0.6867, -0.9306, -1.1396], [-0.0630, -2.2027, -2.9294], [-0.6588, -3.5486, -1.9592], [-1.4556, -3.6310, -0.1271], [-2.2916, -2.8013, 1.1863], [0.1285, -4.4674, 3.1232], [-0.7411, -5.3185, 1.8187], [-1.6118, -4.1662, 2.8816], [6.0528, -1.5477, -0.6626], [4.7943, -1.0416, -0.3541], [4.6249, 0.3078, -0.1078], [5.7129, 1.1680, -0.1664], [6.9768, 0.6634, -0.4629], [7.1424, -0.6942, -0.7150], [8.1710, 1.5630, -0.5027], [9.2670, 1.1248, -0.7697], [7.9557, 3.0061, -0.1969], [9.0527, 3.8575, -0.1848], [8.8781, 5.2049, 0.0851], [7.6077, 5.7097, 0.3384], [6.5096, 4.8663, 0.3302], [6.6795, 3.5123, 0.0679], [5.4901, 2.6230, 0.0832], [4.3713, 3.0491, 0.2893], [6.1825, -2.6030, -0.8622], [3.9369, -1.7023, -0.3050], [3.6564, 0.7200, 0.1388], [8.1310, -1.0642, -0.9498], [10.0339, 3.4515, -0.3883], [9.7343, 5.8660, 0.0970], [7.4756, 6.7635, 0.5438], [5.5152, 5.2429, 0.5270]], "forces_ev_per_a": [[0.119, 0.114, 0.060], [-0.169, 0.054, 0.225], [0.029, -0.599, 0.305], [-0.110, -0.092, -0.189], [0.203, 0.396, 0.291], [0.116, -0.171, -0.371], [0.038, 0.690, -2.561], [-0.063, -0.533, 2.678], [0.054, -0.276, -0.006], [0.095, -0.127, -0.040], [0.018, 0.009, -0.295], [0.366, -0.055, 0.022], [0.004, -0.487, 0.109], [-0.025, 0.126, -0.116], [0.279, 0.142, -0.248], [-0.365, -0.303, 0.404], [-0.363, 0.276, 0.050], [-0.279, 0.254, -0.546], [-0.390, 0.006, 0.357], [0.266, -0.021, -0.089], [0.065, 0.028, 0.082], [-0.058, 0.069, -0.149], [-0.088, 0.152, -0.225], [0.036, 0.089, -0.028], [0.009, -0.164, 0.060], [-0.002, -0.024, -0.157], [-0.068, 0.038, 0.060], [-0.117, 0.142, -0.079], [-0.356, -0.237, -0.221], [0.120, 0.174, 0.050], [-0.064, -0.102, -0.193], [0.298, 0.112, -0.081], [0.186, 0.072, -0.105], [0.166, 0.430, 0.127], [-0.174, -0.429, 0.503], [-0.028, 0.228, -0.143], [-0.156, -0.167, -0.494], [0.056, 0.029, -0.030], [-0.035, 0.171, 0.215], [-0.043, -0.131, 0.013], [0.087, -0.080, -0.124], [-0.127, 0.074, 0.034], [-0.126, -0.094, -0.046], [0.094, 0.000, -0.038], [0.115, -0.167, -0.070], [-0.013, -0.089, -0.035], [0.116, 0.000, -0.062], [-0.029, 0.092, -0.049], [-0.133, 0.029, 0.010], [-0.027, -0.154, -0.060], [0.137, -0.002, 0.131], [-0.001, -0.121, 0.065], [-0.065, 0.295, 0.039], [-0.100, 0.185, -0.029], [-0.010, 0.116, 0.173], [0.172, 0.076, -0.109], [0.272, 0.028, -0.124], [-0.001, 0.144, 0.189], [-0.114, -0.003, -0.057], [-0.086, -0.146, 0.065], [0.017, 0.047, 0.060], [0.019, -0.084, 0.132], [0.066, -0.111, -0.014], [-0.139, 0.050, -0.025], [0.078, -0.030, 0.137], [0.004, 0.133, -0.006], [-0.029, -0.068, -0.021], [-0.001, 0.032, 0.104], [0.001, -0.009, -0.080], [0.151, 0.016, -0.002], [0.115, -0.186, 0.233], [0.213, 0.031, -0.008], [0.004, 0.093, 0.008], [0.070, -0.089, 0.036], [-0.026, 0.082, 0.010], [-0.064, -0.050, 0.067], [-0.199, -0.030, 0.025], [-0.188, -0.166, 0.025], [-0.063, -0.068, 0.056], [0.061, 0.018, 0.066], [0.124, 0.041, 0.077], [0.129, 0.166, 0.091], [-0.057, 0.024, -0.121], [-0.020, 0.107, 0.057], [0.095, -0.004, -0.039], [0.036, 0.073, -0.011], [-0.088, -0.017, 0.040], [-0.039, -0.087, -0.027], [0.010, 0.040, -0.011], [0.015, 0.048, 0.023], [-0.042, -0.088, -0.013], [-0.036, -0.029, 0.001], [0.017, 0.017, 0.004], [-0.025, -0.019, -0.006], [0.025, 0.080, 0.000], [0.001, -0.016, -0.003], [-0.008, -0.010, -0.004], [0.041, 0.060, 0.008], [0.019, -0.017, 0.015], [-0.104, -0.011, 0.010], [0.051, -0.015, -0.047], [-0.001, -0.006, 0.010], [0.063, -0.073, -0.018], [-0.036, 0.090, 0.011], [0.019, 0.031, 0.010], [-0.011, -0.032, -0.010], [0.001, 0.005, -0.003], [0.005, 0.005, 0.003], [-0.010, -0.037, 0.002]], "lowdin_charge": [-0.056, -0.226, -0.220, -0.200, -0.110, -0.018, -0.460, 0.224, 0.108, -0.275, -0.158, -0.304, -0.670, 0.797, 0.584, -0.100, -0.106, -0.139, -0.179, -0.642, 0.963, -0.126, -0.190, -0.148, -0.264, -0.189, -0.105, -0.157, -0.182, -0.064, 0.013, -0.087, -0.018, -0.642, 0.165, 0.137, 0.182, -0.184, -0.169, -0.025, 0.086, 0.074, 0.081, 0.126, 0.121, 0.048, 0.131, 0.091, 0.132, 0.111, 0.079, 0.069, 0.097, 0.044, 0.037, 0.014, 0.120, 0.087, -0.099, 0.129, 0.110, 0.120, 0.099, 0.094, 0.123, 0.097, 0.107, 0.089, 0.089, 0.093, 0.129, 0.073, 0.099, 0.077, 0.083, 0.078, 0.122, 0.122, 0.136, 0.122, 0.125, 0.141, 0.108, 0.104, 0.102, -0.048, -0.067, -0.011, -0.077, -0.074, 0.008, -0.274, 0.118, -0.081, 0.004, -0.048, -0.050, 0.002, -0.085, -0.274, 0.098, 0.110, 0.085, 0.090, 0.124, 0.123, 0.111, 0.110, 0.121]}

---

Entry 2:
{"formula": "C38H53N6O4PRuS2", "method": "ωB97M-V/def2-TZVPD", "spin_multiplicity": 2, "e_lumo_ev": [-2.53, -3.40], "homo_energy_ev": [-10.055, -10.060], "charge": 1, "de_lowest_kcal_mol": 14.1, "elements": ["Ru", "C", "C", "C", "C", "C", "C", "C", "C", "C", "C", "N", "C", "C", "C", "C", "C", "N", "H", "H", "H", "H", "H", "H", "H", "H", "H", "H", "H", "H", "H", "H", "H", "H", "H", "O", "S", "C", "C", "C", "C", "S", "O", "C", "C", "C", "C", "C", "C", "C", "C", "C", "C", "C", "C", "H", "H", "H", "H", "H", "H", "H", "H", "H", "H", "H", "H", "H", "H", "H", "H", "H", "H", "C", "N", "C", "P", "O", "N", "C", "C", "N", "C", "C", "H", "H", "H", "H", "H", "H", "H", "H", "H", "H", "H", "H", "H", "H", "H", "H", "H", "H", "O", "C", "N"], "positions_angstrom": [[0.3504, -1.1002, -0.0066], [-0.3406, 2.0921, 4.1864], [0.4318, 0.7855, 4.3897], [-0.5361, -0.3697, 4.2768], [-1.4966, -0.4605, 5.2807], [-2.5491, -1.3492, 5.2007], [-2.6683, -2.1457, 4.0781], [-1.7209, -2.1152, 3.0638], [-1.8944, -3.0817, 1.9185], [-1.5292, -4.5134, 2.3258], [-0.6145, -1.2533, 3.1790], [0.4299, -1.3080, 2.1907], [1.6512, -1.5088, 2.5633], [2.6841, -1.5227, 1.6307], [4.0403, -1.8313, 1.7429], [4.5599, -1.7732, 0.4489], [3.4993, -1.4283, -0.3969], [2.3867, -1.2540, 0.3199], [0.3219, 2.9541, 4.2696], [-1.1301, 2.1919, 4.9323], [-0.8129, 2.0996, 3.2057], [0.8827, 0.7924, 5.3838], [1.2334, 0.7205, 3.6566], [-1.4104, 0.1926, 6.1427], [-3.2762, -1.4081, 6.0008], [-3.5037, -2.8324, 3.9903], [-1.2841, -2.7882, 1.0808], [-2.9411, -3.0559, 1.6020], [-0.4988, -4.5602, 2.6846], [-1.6261, -5.1886, 1.4739], [-2.1826, -4.8703, 3.1230], [1.8794, -1.7241, 3.6047], [4.5635, -2.0886, 2.6514], [5.5777, -1.9513, 0.1395], [3.5142, -1.2915, -1.4683], [0.4817, -0.6543, -2.2496], [0.4901, -1.1044, -3.6966], [-1.2520, -1.3830, -4.1941], [-2.2196, -1.3450, -3.0235], [-2.5667, 0.0862, -2.6081], [-3.7480, 0.1586, -1.6589], [-3.3006, -0.4925, 0.0071], [-1.8105, -0.6813, -0.0225], [-3.4945, 1.0287, 0.9258], [-4.5560, 1.1839, 1.8012], [-4.6486, 2.3552, 2.5430], [-3.6873, 3.3447, 2.3995], [-2.6210, 3.1711, 1.5208], [-2.5126, 2.0029, 0.7851], [1.0896, -2.7814, -3.7641], [2.3864, -2.9237, -4.2413], [2.9672, -4.1831, -4.2913], [2.2463, -5.2872, -3.8625], [0.9464, -5.1375, -3.3879], [0.3593, -3.8853, -3.3402], [-1.2741, -2.3315, -4.7260], [-1.4728, -0.5899, -4.9109], [-1.7877, -1.8659, -2.1669], [-3.1294, -1.8778, -3.3130], [-2.8127, 0.6784, -3.4945], [-1.6918, 0.5369, -2.1324], [-4.5793, -0.4588, -2.0045], [-4.1020, 1.1790, -1.5311], [-5.2930, 0.3966, 1.9134], [-5.4679, 2.4945, 3.2357], [-3.7561, 4.2545, 2.9825], [-1.8698, 3.9453, 1.4144], [-1.6598, 1.8225, 0.1389], [2.9356, -2.0490, -4.5725], [3.9745, -4.2983, -4.6679], [2.6920, -6.2725, -3.8985], [0.3894, -6.0021, -3.0511], [-0.6490, -3.7769, -2.9631], [3.6761, 1.7090, -0.3415], [2.7688, 2.1078, -1.4260], [3.4406, 2.9162, -2.4425], [1.2198, 2.4057, -0.9120], [0.6297, 1.2369, -0.1878], [0.4403, 2.9358, -2.2687], [-0.7606, 3.7608, -2.1659], [0.5421, 2.1868, -3.5164], [1.1737, 3.7389, 0.0742], [1.2500, 3.5442, 1.5136], [1.8066, 4.9702, -0.3880], [4.1792, 2.5791, 0.0969], [4.4415, 1.0358, -0.7270], [3.1249, 1.1836, 0.4359], [4.1154, 2.2785, -3.0180], [4.0366, 3.7166, -1.9930], [2.7200, 3.3579, -3.1234], [-0.8366, 4.1825, -1.1681], [-1.6651, 3.1780, -2.3705], [-0.7104, 4.5778, -2.8898], [1.3062, 1.4199, -3.4254], [0.7977, 2.8574, -4.3413], [-0.4085, 1.7010, -3.7592], [0.8490, 2.5705, 1.7568], [0.6631, 4.3125, 2.0209], [2.2816, 3.6115, 1.8791], [1.7924, 5.0144, -1.4752], [2.8418, 5.0523, -0.0402], [1.2569, 5.8305, 0.0001], [1.0632, -5.1755, 0.1072], [0.7086, -4.0900, -0.1585], [0.2690, -3.0185, -0.5071]], "forces_ev_per_a": [[1.246, 0.800, -0.085], [0.109, -0.001, 0.079], [-0.139, 0.003, -0.090], [0.083, -0.112, -0.252], [0.042, -0.052, 0.037], [-0.035, 0.051, 0.056], [-0.086, 0.000, -0.015], [0.160, -0.068, -0.163], [0.009, -0.173, 0.398], [-0.016, 0.100, -0.069], [-0.272, 0.002, 0.132], [-0.595, 0.271, -1.494], [-0.179, -0.267, 0.594], [0.758, 0.055, -0.026], [0.108, -0.058, -0.007], [-0.077, 0.070, -0.052], [0.165, -0.108, -0.185], [-1.780, -0.228, -0.500], [-0.007, 0.052, -0.009], [0.029, 0.032, -0.020], [-0.034, 0.030, -0.030], [0.099, -0.073, -0.033], [0.075, -0.004, 0.007], [0.000, 0.001, -0.048], [0.003, -0.005, -0.026], [0.030, 0.009, -0.027], [-0.111, -0.036, -0.073], [0.009, 0.010, -0.042], [-0.022, -0.039, -0.020], [0.027, -0.025, 0.047], [0.039, -0.019, 0.012], [-0.089, 0.101, 0.076], [-0.014, 0.040, -0.033], [-0.032, -0.012, 0.033], [-0.094, -0.012, 0.024], [-0.089, 0.040, 0.459], [-0.033, -0.610, 0.304], [0.104, 0.069, -0.057], [-0.014, 0.116, 0.119], [0.110, -0.116, 0.027], [-0.065, -0.101, -0.004], [0.083, 0.369, 0.205], [0.521, -0.177, -0.191], [0.095, -0.048, 0.133], [-0.027, -0.138, -0.031], [0.007, 0.095, -0.023], [0.042, 0.008, -0.034], [-0.084, -0.016, -0.052], [0.013, 0.024, -0.035], [0.154, 0.120, -0.093], [-0.007, 0.091, 0.032], [-0.019, -0.054, 0.016], [-0.002, 0.060, 0.006], [-0.034, -0.018, -0.021], [-0.047, -0.061, -0.040], [0.003, 0.015, -0.012], [-0.007, -0.012, -0.006], [-0.059, -0.097, -0.025], [0.005, 0.006, -0.048], [-0.046, 0.006, 0.013], [-0.015, 0.070, -0.084], [0.004, 0.010, 0.006], [0.002, 0.005, 0.038], [0.026, 0.029, 0.023], [0.005, -0.034, -0.008], [-0.030, -0.026, -0.008], [-0.006, -0.043, 0.033], [-0.006, 0.020, 0.042], [-0.004, -0.040, -0.007], [-0.003, -0.008, 0.007], [0.005, 0.017, 0.006], [0.023, 0.016, -0.001], [0.047, 0.007, -0.002], [0.039, 0.014, -0.094], [-0.004, -0.036, 0.121], [-0.014, -0.148, 0.028], [0.050, 0.201, -0.366], [-0.017, -0.689, 0.555], [-0.160, -0.228, 0.051], [0.102, 0.005, -0.081], [0.058, 0.132, 0.036], [0.040, -0.169, 0.126], [-0.004, 0.179, 0.023], [-0.117, -0.003, 0.026], [-0.061, 0.047, -0.025], [-0.018, 0.022, 0.023], [0.052, -0.030, -0.007], [0.006, 0.014, 0.002], [-0.028, 0.005, 0.020], [0.046, 0.033, -0.011], [-0.030, 0.042, -0.007], [0.030, -0.043, 0.005], [-0.026, -0.008, -0.007], [0.023, 0.087, -0.071], [-0.012, 0.000, -0.021], [0.003, 0.014, 0.054], [-0.068, -0.131, 0.132], [-0.021, 0.000, 0.042], [-0.007, -0.016, -0.012], [0.005, 0.057, 0.015], [0.012, -0.056, -0.022], [-0.003, 0.001, -0.011], [0.021, 0.137, -0.162], [-0.091, 0.294, 0.166], [0.133, 0.342, 0.586]], "lowdin_charge": [1.369, -0.088, -0.187, -0.169, -0.048, -0.062, -0.041, -0.175, -0.234, -0.073, -0.145, 0.019, -0.074, -0.327, -0.020, -0.073, -0.166, -0.086, 0.074, 0.077, 0.051, 0.120, 0.090, 0.119, 0.109, 0.120, 0.019, 0.104, 0.082, 0.075, 0.074, 0.157, 0.111, 0.099, 0.112, -0.611, 1.033, -0.290, -0.235, -0.254, -0.277, 1.061, -0.634, -0.381, -0.068, -0.059, -0.059, -0.073, -0.076, -0.391, -0.090, -0.061, -0.049, -0.057, -0.098, 0.092, 0.091, 0.081, 0.129, 0.125, 0.080, 0.094, 0.095, 0.115, 0.113, 0.113, 0.103, 0.082, 0.108, 0.112, 0.114, 0.118, 0.107, -0.098, -0.272, -0.100, 0.546, -0.354, -0.285, -0.084, -0.120, -0.297, -0.111, -0.094, 0.089, 0.082, 0.066, 0.093, 0.085, 0.063, 0.068, 0.079, 0.094, 0.044, 0.097, 0.066, 0.049, 0.086, 0.093, 0.074, 0.088, 0.092, 0.130, -0.454, -0.026]}